Below is a molecular structure, C2H5N2 in a non-equilibrium geometry, with properties calculated with wB97M-V/def2-TZVPD.

energy relative to the best compared isomer or geometry (same formula, charge and spin)	1.5777	eV
HOMO-LUMO gap	11.76	eV
spin multiplicity	1
total charge	+1

Each line ends with the Mulliken charge.
Geometry (Å):
1 C -1.041 -0.268 0.041  0.119
2 C 0.830 0.260 -0.037  -0.308
3 N -0.422 0.912 0.048  -0.132
4 N 0.072 -0.974 -0.075  -0.200
5 H -1.974 -0.705 0.009  0.405
6 H 1.351 0.345 -0.904  0.327
7 H 1.664 0.630 1.055  0.317
8 H -0.586 1.838 -0.068  0.173
9 H 0.105 -2.037 -0.069  0.299